Record 1
{
  "formula": "C14H23NO9P",
  "method": "wB97M-V/def2-TZVPD",
  "species": ["O", "P", "N", "C", "C", "C", "C", "O", "O", "C", "C", "H", "H", "H", "H", "H", "H", "H", "C", "C", "O", "C", "O", "O", "C", "H", "H", "H", "H", "H", "H", "H", "H", "C", "C", "O", "C", "O", "O", "C", "H", "H", "H", "H", "H", "H", "H", "H"],
  "positions_angstrom": [[4.2561, -5.1864, 0.8561], [3.9149, -3.7845, 0.2810], [2.1301, -3.6783, 0.0504], [1.5916, -2.3569, -0.2119], [0.0646, -2.1660, -0.3766], [-0.8360, -3.4212, -0.2459], [-2.4344, -3.2150, -0.3696], [-3.0140, -2.8512, -1.4088], [-3.1445, -3.4574, 0.8523], [-0.1872, -4.8167, 0.0023], [1.3636, -4.8899, 0.1510], [4.6155, -3.4769, -0.9269], [4.1956, -2.7929, 1.3036], [2.3210, -1.4665, -0.2923], [-0.3636, -1.1316, -0.5744], [-4.0121, -3.8792, 0.6521], [-0.8326, -5.7675, 0.0902], [1.8280, -5.9249, 0.3540], [-3.1129, 0.1236, -1.9477], [-4.1398, -0.2435, -0.8915], [-4.0956, 0.6685, 0.2138], [-4.6438, 1.8756, -0.0087], [-5.1586, 2.2447, -1.0364], [-4.4957, 2.6139, 1.1044], [-4.9403, 3.9630, 0.9639], [-2.1148, 0.1931, -1.5044], [-3.0978, -0.6212, -2.7455], [-3.3304, 1.0963, -2.3930], [-3.9084, -1.2285, -0.4923], [-5.1495, -0.2947, -1.3089], [-5.9750, 4.0059, 0.6156], [-4.2820, 4.5024, 0.2804], [-4.8872, 4.4373, 1.9446], [1.4098, 3.7344, -0.0163], [1.6535, 2.3323, 0.5109], [2.9168, 1.8203, 0.0622], [4.0002, 2.3222, 0.6815], [3.9979, 3.1456, 1.5623], [5.0929, 1.7664, 0.1286], [6.3226, 2.2988, 0.6231], [1.5043, 3.7561, -1.1048], [0.4132, 4.0827, 0.2624], [2.1414, 4.4410, 0.3799], [0.8852, 1.6613, 0.1171], [1.5872, 2.2925, 1.6021], [6.3741, 2.2335, 1.7125], [6.4392, 3.3326, 0.2941], [7.1371, 1.7067, 0.2038]],
  "forces_ev_per_angstrom": [[-1.28, 3.83, -2.04], [1.90, -4.49, 3.21], [-2.17, 0.69, -0.68], [-3.66, -1.45, -0.15], [2.14, -3.43, 0.73], [2.77, -0.06, 0.51], [-2.21, 0.30, -1.13], [2.91, -1.89, 3.58], [1.92, -0.34, -2.45], [2.07, 3.21, -0.15], [-3.73, 1.67, -0.58], [-0.87, 0.26, 0.30], [-0.55, -0.14, -1.19], [-1.20, -1.69, 0.21], [0.64, -1.63, 0.31], [0.51, 0.72, -0.13], [1.30, 1.77, -0.13], [-0.19, 2.22, -0.32], [-0.07, 0.25, -0.15], [0.01, -0.07, -0.39], [-0.19, 0.23, 0.14], [0.05, 0.28, -0.03], [0.21, -0.27, 0.49], [-0.02, -0.49, -0.37], [-0.22, 0.54, 0.09], [0.00, -0.10, 0.03], [0.01, 0.03, 0.10], [-0.07, -0.11, 0.05], [-0.23, 0.50, 0.30], [0.12, 0.21, 0.03], [0.21, -0.06, -0.09], [-0.16, -0.06, -0.06], [0.11, -0.31, -0.03], [0.21, 0.17, -0.06], [-0.51, 0.51, 0.16], [0.29, -0.38, 0.14], [0.18, 0.38, 0.01], [-0.06, -0.54, -0.40], [-0.58, -0.06, 0.15], [0.59, 0.13, 0.18], [-0.14, -0.09, 0.06], [0.05, -0.08, -0.03], [-0.10, -0.12, 0.10], [0.29, -0.12, -0.09], [0.22, 0.06, -0.11], [-0.13, 0.13, -0.16], [-0.06, -0.05, 0.17], [-0.30, -0.05, -0.10]],
  "homo_energy_ev": -12.73,
  "charge": 1,
  "lumo_ev": -5.7
}

=====

Record 2
{
  "formula": "C14H23O2RhS3Sb3",
  "method": "wB97M-V/def2-TZVPD",
  "species": ["Rh", "S", "Sb", "S", "S", "C", "Sb", "C", "C", "C", "C", "C", "C", "C", "C", "C", "Sb", "C", "C", "H", "H", "H", "H", "H", "H", "H", "H", "H", "H", "H", "H", "H", "H", "H", "H", "H", "H", "H", "H", "C", "O", "C", "O", "H", "H", "H"],
  "positions_angstrom": [[0.1035, -0.1425, 0.1455], [0.6156, 5.0521, -0.2812], [0.2775, 3.2244, 0.9164], [-1.2925, -0.0842, 1.7980], [1.6118, 1.6001, -0.2953], [0.3393, -1.0558, -3.8323], [1.2693, -1.1508, -1.9360], [3.2481, -0.5640, -2.4133], [1.5195, -3.2885, -1.6530], [2.9210, -3.6071, -1.2254], [3.8851, -3.8238, -2.2093], [5.2137, -4.0453, -1.8933], [5.6047, -4.0580, -0.5634], [4.6550, -3.8707, 0.4260], [3.3116, -3.6508, 0.1236], [2.3400, -3.4879, 1.2558], [1.8269, -1.4389, 1.6886], [1.3045, -1.6405, 3.7383], [3.7774, -0.6275, 1.8709], [1.0243, -1.4505, -4.5809], [0.1041, -0.0149, -4.0380], [-0.5860, -1.6246, -3.8161], [3.6259, -1.1538, -3.2457], [3.8923, -0.7006, -1.5463], [3.2270, 0.4925, -2.6726], [1.2810, -3.7657, -2.6033], [0.7710, -3.5905, -0.9227], [3.5770, -3.8140, -3.2490], [5.9382, -4.2089, -2.6798], [6.6389, -4.2290, -0.2962], [4.9550, -3.9082, 1.4668], [2.7693, -3.8825, 2.1770], [1.4067, -4.0212, 1.0731], [2.0999, -2.1392, 4.2899], [0.3810, -2.2116, 3.8157], [1.1346, -0.6472, 4.1502], [4.3281, -1.1704, 2.6378], [3.6970, 0.4248, 2.1348], [4.2982, -0.7124, 0.9189], [-2.3279, 2.9171, -1.4778], [-1.5340, 2.0888, -0.6023], [-1.2236, 0.8212, -1.0387], [-1.6818, 0.4105, -2.0723], [-2.0699, 3.9448, -1.2340], [-3.3822, 2.7226, -1.2909], [-2.0876, 2.7026, -2.5147]],
  "forces_ev_per_angstrom": [[0.29, -0.12, -0.22], [-0.03, 0.18, -0.03], [0.08, -0.16, -0.10], [-0.14, -0.04, 0.10], [-0.07, -0.02, 0.12], [0.03, 0.06, 0.00], [-0.09, -0.03, 0.20], [-0.02, 0.04, 0.00], [0.06, 0.06, 0.00], [-0.01, 0.00, 0.04], [0.00, 0.00, 0.01], [0.01, 0.00, -0.02], [0.01, 0.00, 0.02], [0.02, 0.00, -0.02], [-0.04, 0.02, -0.02], [-0.03, -0.02, 0.00], [-0.04, 0.05, 0.04], [0.00, -0.01, -0.02], [0.01, -0.03, 0.00], [0.00, -0.01, -0.01], [-0.02, 0.00, -0.04], [-0.02, 0.00, 0.03], [0.00, 0.00, 0.00], [0.00, -0.03, -0.01], [0.01, 0.01, -0.01], [0.01, 0.00, -0.01], [-0.03, 0.00, -0.01], [0.00, 0.00, -0.01], [0.01, 0.00, -0.01], [0.01, 0.00, 0.00], [0.00, 0.00, 0.01], [0.00, -0.02, 0.00], [-0.02, 0.02, 0.02], [0.01, -0.01, -0.01], [0.00, 0.00, 0.02], [-0.01, -0.01, 0.01], [0.01, 0.01, 0.01], [0.00, 0.00, -0.01], [0.01, 0.01, 0.00], [0.00, -0.04, 0.02], [-0.03, 0.13, 0.00], [0.15, 0.00, -0.11], [-0.12, -0.03, 0.06], [-0.01, 0.00, 0.02], [0.00, 0.00, -0.03], [0.00, 0.00, 0.00]],
  "homo_energy_ev": [-7.71, -7.71],
  "charge": 0,
  "relative_energy_ev": 0.996,
  "lumo_ev": [-1.1, -1.5],
  "spin_multiplicity": 2,
  "s2": 0.761
}

=====

Record 3
{
  "formula": "C14H24BCaN8O",
  "method": "wB97M-V/def2-TZVPD",
  "species": ["Ca", "B", "N", "C", "C", "C", "N", "N", "C", "C", "C", "N", "H", "H", "H", "H", "H", "H", "H", "H", "C", "N", "C", "C", "O", "N", "C", "C", "H", "H", "H", "H", "H", "H", "H", "H", "H", "H", "H", "H", "N", "C", "C", "N", "C", "H", "H", "H", "H"],
  "positions_angstrom": [[-0.5199, -1.1453, -0.5886], [1.3968, -3.1050, 1.3376], [2.1405, -2.5226, 0.0462], [3.4442, -2.6065, -0.2487], [3.6507, -2.2242, -1.5626], [2.3737, -1.9200, -2.0293], [1.4566, -2.0966, -1.0704], [0.6010, -1.9880, 2.1664], [0.7233, -1.6973, 3.4657], [-0.2915, -0.8348, 3.8473], [-1.0243, -0.6460, 2.6839], [-0.5053, -1.3385, 1.6573], [2.2601, -3.5369, 2.0788], [0.5937, -3.9435, 0.9603], [4.1306, -2.9552, 0.5098], [4.5872, -2.2006, -2.0952], [2.0719, -1.5827, -3.0092], [1.5309, -2.1420, 4.0292], [-0.4681, -0.4217, 4.8265], [-1.9009, -0.0344, 2.5306], [-1.9088, 2.8256, -1.5648], [-0.6178, 3.1666, -0.9569], [-0.3303, 4.5764, -0.6788], [0.1808, 2.1599, -0.6043], [-0.2762, 0.9731, -0.7442], [1.4185, 2.3273, -0.0722], [2.0332, 1.1732, 0.5908], [2.4065, 3.2893, -0.5784], [-2.5230, 3.7209, -1.5526], [-2.4147, 2.0497, -1.0026], [-1.7991, 2.4918, -2.5956], [-1.2695, 5.1142, -0.7551], [0.3588, 5.0263, -1.3844], [0.0560, 4.6986, 0.3333], [1.3022, 0.6156, 1.1657], [2.7639, 1.5640, 1.2958], [2.5419, 0.5000, -0.1030], [1.9840, 4.2445, -0.8428], [2.9261, 2.8847, -1.4492], [3.1362, 3.4624, 0.2086], [-4.6325, -2.5998, -0.5124], [-4.7800, -1.3567, -1.0940], [-3.5365, -0.9961, -1.4793], [-2.6143, -2.0058, -1.1402], [-3.3387, -2.9450, -0.5560], [-5.3674, -3.1693, -0.1244], [-5.7384, -0.8758, -1.1816], [-3.2433, -0.0996, -2.0056], [-2.9687, -3.8741, -0.1514]],
  "forces_ev_per_angstrom": [[-0.27, -0.12, -0.38], [0.11, 0.17, 0.08], [-0.53, 0.10, -0.17], [-0.13, -0.05, 0.38], [-0.02, -0.01, -0.03], [0.03, 0.02, 0.19], [1.22, -0.56, 0.24], [-0.32, 0.02, -0.63], [0.28, -0.18, -0.18], [0.05, -0.03, 0.04], [0.01, -0.02, -0.30], [0.63, -0.31, 1.46], [-0.29, 0.11, -0.25], [0.12, 0.28, 0.04], [-0.01, 0.05, -0.14], [-0.10, 0.02, 0.00], [0.02, 0.00, -0.01], [-0.11, 0.08, 0.01], [-0.01, -0.02, -0.08], [-0.01, 0.00, 0.00], [0.14, 0.29, -0.01], [0.00, 0.65, -0.18], [-0.38, -0.19, 0.19], [-0.11, -1.49, -0.12], [0.30, 1.23, 0.12], [0.08, 0.31, 0.01], [0.01, 0.16, 0.02], [-0.03, -0.23, 0.15], [-0.03, -0.02, -0.06], [0.00, -0.05, 0.15], [0.09, -0.01, -0.06], [-0.01, 0.08, 0.10], [0.02, 0.00, -0.20], [0.04, -0.06, -0.04], [-0.15, -0.02, -0.01], [0.07, -0.02, -0.02], [-0.02, -0.01, -0.11], [-0.08, 0.03, -0.03], [0.02, -0.05, -0.02], [0.04, 0.01, 0.01], [-0.24, 0.08, -0.01], [-0.11, -0.41, 0.17], [0.59, -0.37, -0.02], [-1.31, 0.31, -0.13], [0.26, 0.23, -0.17], [-0.01, 0.05, -0.02], [0.05, 0.00, -0.02], [0.05, -0.09, 0.07], [0.05, 0.05, -0.02]],
  "homo_energy_ev": -11.62,
  "charge": 1,
  "relative_energy_ev": 0.305,
  "lumo_ev": -2.1
}

=====

Record 4
{
  "formula": "C14H24BrInN5O6",
  "method": "wB97M-V/def2-TZVPD",
  "species": ["O", "H", "In", "N", "N", "N", "N", "O", "O", "O", "O", "C", "C", "C", "C", "C", "H", "H", "H", "C", "H", "H", "H", "C", "C", "H", "H", "H", "H", "H", "H", "H", "H", "C", "H", "H", "H", "O", "H", "H", "Br", "C", "C", "C", "C", "N", "C", "H", "H", "H", "H"],
  "positions_angstrom": [[-0.1140, -1.1245, -3.8276], [-0.0961, -0.9893, -4.7950], [-0.1784, 0.2806, -0.8739], [1.2747, -1.3914, -1.1211], [-1.0703, -1.7260, -0.1111], [0.2551, 2.3648, -0.5176], [-1.5836, 1.1434, 0.7519], [2.5061, -1.2202, -1.2338], [1.1974, 3.0493, -1.2872], [-2.4358, 0.4424, 1.5515], [-2.0815, -1.9128, 0.6893], [-0.5152, -2.8483, -0.6465], [0.7450, -2.6449, -1.2585], [-0.4649, 3.1418, 0.2763], [-1.4988, 2.4522, 1.0060], [1.5521, -3.6219, -2.0171], [1.5394, -3.3254, -3.0679], [1.1491, -4.6315, -1.9321], [2.5815, -3.6048, -1.6663], [-1.2029, -4.1682, -0.5607], [-2.1782, -4.1267, -1.0563], [-1.3572, -4.4540, 0.4846], [-0.6001, -4.9400, -1.0398], [-0.1072, 4.5711, 0.4124], [-2.3267, 3.1756, 1.9988], [0.5246, 4.8670, -0.4320], [0.4539, 4.7303, 1.3405], [-0.9986, 5.1989, 0.4508], [-2.9280, 2.4724, 2.5804], [-2.9780, 3.8823, 1.4700], [-1.6728, 3.7552, 2.6605], [1.4168, 2.3873, -2.0024], [-2.3119, -0.5464, 1.1910], [-1.8877, 0.0271, -2.5389], [-1.6584, -0.6551, -3.3531], [-1.9266, 1.0745, -2.8971], [-2.7474, -0.2962, -1.9195], [0.8435, 0.8382, -2.6376], [0.2961, -0.2647, -3.4007], [1.0133, 1.2872, -3.4626], [1.2717, -2.8168, 4.6383], [1.5165, -1.2703, 3.5800], [2.3762, -0.2553, 3.9877], [2.5398, 0.8526, 3.1508], [1.8568, 0.8831, 1.9274], [1.0295, -0.0909, 1.5397], [0.8278, -1.1367, 2.3521], [2.8973, -0.3414, 4.9254], [3.1752, 1.6918, 3.4035], [1.9751, 1.7274, 1.2429], [0.1059, -1.8930, 2.0445]],
  "forces_ev_per_angstrom": [[1.99, -0.30, -1.48], [0.18, -0.27, 0.64], [-1.80, 0.17, -0.87], [3.21, 1.19, -0.20], [-1.65, -0.07, 2.92], [-0.20, 2.90, 0.61], [-0.43, 2.80, 1.50], [-3.11, -0.64, 0.28], [-0.29, -0.78, 0.40], [0.65, -0.78, -1.17], [2.09, 0.08, -2.62], [1.25, -0.43, -1.46], [-1.14, -1.44, 0.42], [2.46, -1.35, -2.21], [-0.79, -3.28, 0.18], [-0.25, -0.54, 0.17], [0.02, 0.08, -0.06], [0.13, 0.18, -0.06], [0.06, 0.01, -0.03], [0.24, -0.14, -0.04], [0.09, 0.09, 0.15], [-0.08, 0.13, -0.12], [-0.18, 0.11, 0.08], [-0.28, 0.47, -0.14], [-0.10, -0.05, 0.19], [-0.27, 0.01, 0.36], [-0.07, -0.06, -0.07], [0.05, -0.01, 0.06], [0.10, 0.26, -0.12], [0.01, -0.10, 0.17], [-0.20, -0.07, -0.03], [-0.35, -0.05, 0.69], [-0.59, 1.35, 0.84], [-1.42, 0.38, 1.81], [-0.38, 0.28, 0.80], [-0.12, -0.47, 0.47], [0.10, 0.56, -0.47], [1.41, 0.55, -0.33], [-0.42, -1.32, -0.68], [-0.01, 0.33, -0.26], [-0.03, 0.25, -0.19], [-0.39, 0.29, -0.83], [-0.20, 0.17, -0.58], [-0.50, -0.30, -0.51], [0.37, 0.04, 0.59], [-0.27, -0.08, -0.10], [0.63, 0.08, 0.69], [0.11, 0.06, 0.15], [0.04, -0.17, 0.14], [0.04, -0.31, 0.22], [0.27, 0.17, 0.09]],
  "homo_energy_ev": [-10.93, -10.93],
  "charge": 1,
  "lumo_ev": [-6.4, -6.4]
}

=====

We obtain electronic energy values of -1620.1710; -2723.5814; -1763.5991; -4036.6717 a.u. for the records listed above, in that order.